25
Properties=species:S:1:pos:R:3:forces:R:3 method="wB97M-V/def2-TZVPD" homo_lumo_gap_ev=8.926 max_force_ev_per_a=5.535 homo_energy_ev=-8.29 lumo_ev=0.640 e_above_lowest_ev=3.099 molar_mass_g_mol=154.21 spin_multiplicity=1 smiles=Cc1ccc(O)cc1.CCO
H -1.66229 1.83701 -1.33865 -1.299 0.169 -0.515
H -1.60789 1.62962 1.31182 -1.048 0.588 -0.350
H -0.50373 1.15002 -3.20950 3.949 1.366 1.633
C -0.52929 -3.13493 0.14739 -2.396 -0.068 0.185
C 1.54184 0.91665 -0.67744 2.402 1.020 -3.212
H -0.07426 2.76664 3.03760 -0.721 1.255 0.423
H 2.50823 1.07499 1.26010 0.620 -0.187 -0.271
C -0.83785 1.59705 -0.74096 4.372 -1.267 -0.073
H -0.24660 -2.68783 -2.67641 4.071 0.186 -1.737
C -0.78138 1.59222 0.63102 1.135 -0.116 1.788
H 1.52889 1.97526 3.13260 0.008 0.540 -0.014
O -1.00356 -2.65588 -2.20650 -5.317 -0.493 1.456
H 2.49865 0.86318 -1.28621 -1.169 -0.490 0.843
C 1.62231 1.13401 0.65826 -3.118 0.893 3.430
H 0.14630 -3.75267 -0.36909 0.914 -1.065 -0.564
H -1.42129 -3.78073 0.46134 0.931 0.744 -0.924
C -0.96767 -2.05236 -0.95737 3.979 0.745 1.777
H 0.14237 1.04184 3.38067 -0.456 0.234 0.508
O 0.46963 1.48065 -2.82195 -3.239 -2.050 0.037
C 0.48767 1.91211 2.81911 0.993 -2.592 0.229
C 0.42659 1.50373 1.40356 1.458 -0.418 -4.048
H -1.85798 -1.56946 -0.66952 -1.558 0.096 -0.187
C 0.44376 1.28575 -1.41082 -3.867 1.147 -0.439
H -0.09123 -2.96036 1.13736 0.096 1.193 -0.448
H -0.23122 -1.16651 -1.01641 -0.740 -1.431 0.474


28
Properties=species:S:1:pos:R:3:forces:R:3 method="wB97M-V/def2-TZVPD" homo_lumo_gap_ev=5.416 max_force_ev_per_a=1.776 homo_energy_ev=-6.48 lumo_ev=-1.066 e_above_lowest_ev=0.000 molar_mass_g_mol=519.55 spin_multiplicity=1
Na -0.19384 3.72571 0.30952 -1.214 -0.085 -0.518
O -3.42184 2.14967 1.44675 0.791 -0.769 -0.539
H -1.16449 -2.57412 0.15499 0.227 0.314 0.252
C -3.35582 3.40667 1.01246 0.391 1.232 1.218
H 2.89257 1.69852 -2.19441 -0.300 -0.117 0.064
H 4.43873 -0.91302 -2.32068 -0.121 -0.089 0.046
C 3.70317 -0.21489 -2.71100 0.418 -0.287 0.059
H 0.14047 -3.10001 2.30205 0.067 -0.026 -0.013
B -0.31405 0.88462 -0.09915 0.615 -0.068 -0.483
H 0.44563 1.52553 0.58420 0.811 0.105 0.603
H 4.09031 0.18181 -3.64394 -0.167 0.012 -0.090
H 0.16620 0.04199 -0.81596 0.280 -0.030 0.318
Br 0.13820 -5.15613 0.89513 0.014 -0.045 0.032
C -1.61452 -2.97174 1.06116 -0.319 -0.221 -0.342
C -0.66267 -3.73267 1.94000 0.003 0.121 -0.045
O -3.90594 4.32970 1.65498 0.230 -0.721 -0.636
Na -2.78804 0.99360 -0.59397 -0.652 1.043 0.501
Br -2.42484 -1.53395 2.09840 -0.243 -0.094 0.073
C 3.40541 0.86818 -1.72071 0.089 0.541 -0.233
H -0.83466 1.70016 -0.75177 -0.297 0.802 -0.957
H -2.45317 -3.58679 0.74145 0.020 -0.053 0.170
O -2.58238 3.65534 -0.03477 0.589 -0.835 0.070
H 2.85221 0.51408 -0.85959 0.112 0.032 0.144
Br 5.09410 1.67985 -1.15194 -0.065 -0.119 0.146
H -1.18816 -4.17925 2.77694 0.065 -0.096 0.031
H -1.15918 0.47012 0.59055 -0.395 -0.775 0.491
Na -1.39010 1.36081 2.39320 -0.944 0.249 -0.191
Br 2.08671 -1.22381 -3.06388 -0.006 -0.021 -0.173


53
Properties=species:S:1:pos:R:3:forces:R:3 method="wB97M-V/def2-TZVPD" homo_lumo_gap_ev=2.945 max_force_ev_per_a=3.189 homo_energy_ev=-2.37 lumo_ev=0.570 molar_mass_g_mol=416.45 total_charge=-1 spin_multiplicity=1
H -2.93469 0.03339 3.57381 0.049 0.150 -0.223
H 4.46266 -3.87239 2.39613 -0.393 -0.019 0.070
C -0.12258 -0.34980 -1.55435 -1.029 1.243 0.238
C 3.37286 -3.75177 2.40513 -0.534 0.021 -0.045
C 1.39048 -2.31686 2.68720 0.639 -1.114 0.087
C 0.58215 -3.47560 2.43016 0.325 0.141 -0.098
H -5.82212 3.89782 -0.97312 0.390 -0.027 -0.147
C 2.21056 0.52450 -1.91057 -0.335 -0.522 -0.326
C 2.81728 -2.52688 2.76373 -0.555 -0.008 -0.128
H -1.76032 2.85411 3.27950 -0.005 -0.109 -0.041
C -0.62252 -0.85031 2.95066 2.145 -0.891 -0.173
H 4.25092 1.16762 -2.28641 -0.290 -0.243 -0.047
O -2.81763 0.09023 -0.59513 0.890 1.263 -0.717
C -2.79203 2.34333 -1.40009 -0.381 0.162 -0.033
O 6.01619 -0.04257 -3.38728 -1.528 -1.226 -0.188
C -4.13031 2.55884 -0.99891 0.275 -0.062 0.029
O -1.53621 -1.65220 2.75208 -0.264 0.269 -0.032
H 3.19781 -2.70215 -3.86968 -0.136 0.232 0.145
H 1.40221 -0.22135 3.23221 0.166 0.029 -0.164
H -2.47546 0.66724 1.97569 -0.193 -0.042 0.123
H -0.49081 -3.34844 2.50898 0.216 -0.123 -0.186
C -2.80510 4.54327 -2.46064 -0.313 -0.378 0.225
H -2.71241 2.17854 4.61727 0.211 0.065 0.035
C -2.56772 2.16423 3.53477 -0.109 0.241 0.371
C 1.23255 -0.50593 -2.05739 1.981 -0.011 -0.672
C 2.89930 -1.81294 -3.31869 0.608 0.649 0.202
C -4.79047 3.74997 -1.30560 0.384 -0.090 -0.147
H 0.87046 -2.42023 -3.01099 0.137 -0.039 0.232
C -2.30407 0.76291 3.05341 0.671 -0.244 -0.077
H -2.27931 5.30983 -3.02522 -0.151 -0.127 0.072
C -4.12617 4.74550 -2.03660 0.307 -0.359 0.062
C 1.62153 -1.66648 -2.79495 -0.344 0.905 0.387
N 5.18292 -0.95037 -3.58931 2.966 -0.407 -1.098
H -1.13432 3.16030 -2.49636 -0.237 0.219 -0.002
H -4.63937 5.67143 -2.27913 0.089 -0.086 0.040
H 3.45121 -1.69582 3.11334 -0.275 -0.391 -0.340
C 3.49783 0.39108 -2.42143 0.013 -0.596 -0.227
C 3.84997 -0.78673 -3.11701 -1.987 0.117 0.861
C -2.12641 1.01183 -1.03494 -1.411 -0.799 0.601
H 2.98263 -5.76350 1.70602 0.000 0.060 0.071
C 1.14565 -4.68810 2.07623 0.523 0.526 0.127
H -4.64553 1.77552 -0.43459 0.299 0.250 -0.198
O -0.91440 0.44717 3.28890 -1.195 0.802 0.087
H 1.93422 1.46304 -1.42759 0.194 -0.412 0.052
C 2.53973 -4.82492 2.02895 0.370 -0.104 -0.074
C -0.67602 0.86230 -1.26516 0.580 -1.024 -0.396
C -2.15336 3.34222 -2.15696 -0.152 -0.243 0.385
H -3.49164 2.54941 3.10742 -0.117 0.013 -0.163
H -0.74264 -1.24676 -1.49819 0.034 0.290 -0.028
O 5.49205 -1.99955 -4.19288 -0.814 1.566 0.969
C 0.81106 -1.05649 2.88107 -1.812 0.780 0.549
H -0.09172 1.78028 -1.28113 -0.047 -0.286 -0.137
H 0.49111 -5.51778 1.81769 0.149 -0.010 0.089


10
Properties=species:S:1:pos:R:3:forces:R:3 method="wB97M-V/def2-TZVPD" homo_lumo_gap_ev=10.747 max_force_ev_per_a=2.519 homo_energy_ev=-9.90 lumo_ev=0.844 e_above_lowest_ev=0.369 molar_mass_g_mol=115.51 spin_multiplicity=1 smiles=NCC(F)(F)Cl
H -2.54511 0.42851 0.63051 -0.580 -0.379 0.073
H -3.02075 -1.07650 -0.05443 -0.208 0.764 0.307
N -2.40205 -0.26732 -0.09222 0.759 0.337 -0.112
C -1.06088 -0.81123 0.01348 0.834 0.972 2.169
Cl 1.70346 -0.54090 -0.02721 0.140 -0.243 -0.253
C 0.12763 0.24164 -0.01556 -1.666 -1.407 -0.503
F 0.00805 1.04048 -1.09233 0.207 0.235 0.533
H -0.86875 -1.35498 0.96319 -0.071 0.283 -0.172
F 0.09400 0.96333 1.12563 -0.363 0.497 -0.346
H -1.02881 -1.54719 -0.71837 0.948 -1.058 -1.696